This record from OMol25 describes a cluster of 13 separate species, C46H104Cl4N4O25 in total. The level of theory is ωB97M-V with the def2-TZVPD basis set.

The value obtained for the electronic energy is -5755.7446 Ha. The LUMO energy is 0.544 eV. As for the total charge: 0. Its orbital gap is 9.32 eV.

Geometry (Å):
C -25.76807 21.82828 -15.38479
C -24.52057 21.62177 -16.26733
C -23.26964 22.00713 -15.46780
O -22.19210 21.94697 -16.36457
C -21.00997 22.53220 -15.87498
N -24.43849 20.19215 -16.64645
H -25.85379 22.91413 -15.36453
H -25.58443 21.31134 -14.44287
H -26.63853 21.34209 -15.80728
H -24.55028 22.25395 -17.15508
H -23.16671 21.29022 -14.64159
H -23.40426 23.03838 -15.11007
H -21.05228 23.61295 -15.70996
H -20.36456 22.51044 -16.76246
H -20.42833 22.01056 -15.11352
H -24.33251 19.64399 -15.79012
H -23.49871 20.02651 -17.01699
C -23.85473 22.79157 -20.73595
C -25.07437 22.41157 -19.89694
C -26.38421 23.10802 -20.38606
O -26.55725 23.31416 -21.75316
C -27.04586 22.18188 -22.44528
N -25.16007 20.98214 -19.70914
H -22.91683 22.37198 -20.36985
H -23.76890 23.88293 -20.74740
H -23.86713 22.60647 -21.81428
H -24.92057 22.95311 -18.94844
H -26.49075 24.06947 -19.87882
H -27.20888 22.53611 -19.92444
H -26.83802 22.40882 -23.49479
H -28.13751 22.16640 -22.32617
H -26.61170 21.20145 -22.23986
H -24.33051 20.66606 -19.21781
H -25.93006 20.71259 -19.10358
C -28.99660 31.20716 -18.94912
C -30.46295 31.57139 -18.77516
C -31.39053 31.02183 -19.87178
O -31.05450 31.76716 -21.02679
C -31.74980 31.29068 -22.15997
N -30.89395 30.99014 -17.48927
H -28.44888 31.63555 -18.10647
H -28.44244 31.57980 -19.81562
H -28.89818 30.12894 -19.04574
H -30.49323 32.66567 -18.72360
H -32.42646 31.18631 -19.54894
H -31.25846 29.95191 -20.05648
H -31.40779 31.90574 -22.99400
H -32.84045 31.31178 -22.09729
H -31.49239 30.26989 -22.47455
H -30.49632 31.51040 -16.71642
H -31.90219 31.10238 -17.43799
C -32.06692 25.87897 -23.16886
C -33.08067 25.31073 -24.15616
C -34.51044 25.68806 -23.76550
O -35.43295 25.00831 -24.62160
C -35.97559 25.72311 -25.72586
N -32.69311 25.71533 -25.51293
H -32.02526 26.96926 -23.33062
H -31.04293 25.59890 -23.43263
H -32.19836 25.66101 -22.11117
H -32.88433 24.24253 -24.00344
H -34.68569 26.76869 -23.76239
H -34.70199 25.27893 -22.77215
H -35.38078 26.60374 -25.96458
H -36.96260 26.09118 -25.40906
H -36.21865 25.05097 -26.54592
H -33.51435 25.37976 -26.00824
H -32.65427 26.73071 -25.45145
C -26.63665 27.09752 -20.23253
C -25.23075 27.73629 -20.32774
O -24.20583 26.79007 -20.08396
C -23.88153 26.57364 -18.81855
O -24.24837 27.18895 -17.85241
O -23.00096 25.57743 -18.78424
C -22.54156 25.12689 -17.50769
H -27.39777 27.73179 -20.67459
H -26.81160 26.69190 -19.23670
H -26.51059 26.18698 -20.83266
H -25.22112 28.50143 -19.54678
H -25.08621 28.21413 -21.29224
H -21.58857 24.66550 -17.74055
H -23.21440 24.38197 -17.07689
H -22.54461 25.94585 -16.78964
C -34.14167 20.24868 -12.69809
C -34.15678 21.53669 -13.53924
O -34.07275 21.30790 -14.94656
C -33.00708 20.74128 -15.50011
O -32.04301 20.29851 -14.94207
O -33.22056 20.80043 -16.81262
C -32.36219 20.14101 -17.70763
H -33.40447 19.57282 -13.12167
H -35.10805 19.74048 -12.74283
H -34.01351 20.51225 -11.65010
H -33.25865 22.08731 -13.24790
H -35.01085 22.18268 -13.37002
H -31.33834 20.52624 -17.65399
H -32.70462 20.19697 -18.73545
H -32.24229 19.08644 -17.43960
C -33.48306 24.28132 -17.48848
C -34.82594 23.83620 -18.06753
O -35.00380 24.58459 -19.28209
C -36.08275 24.31031 -20.03953
O -36.88322 23.43076 -19.83269
O -36.10218 25.18342 -21.01486
C -37.10448 25.08294 -22.01205
H -33.16816 23.64574 -16.65611
H -33.59938 25.24030 -16.97836
H -32.67855 24.31211 -18.22014
H -35.63205 24.16048 -17.41121
H -34.82317 22.77365 -18.29934
H -36.99093 24.08311 -22.44067
H -37.02423 25.84012 -22.78327
H -38.10333 25.13188 -21.57386
C -30.72754 28.21186 -26.87617
C -29.80319 28.36705 -25.68423
O -29.62926 29.73517 -25.37121
C -28.99941 30.08101 -24.24000
O -28.61711 29.33027 -23.38249
O -28.82102 31.37965 -24.33682
C -28.24684 32.14439 -23.28989
H -30.36516 28.75972 -27.74502
H -31.68294 28.66699 -26.59877
H -30.89669 27.16315 -27.10596
H -28.79711 27.98137 -25.89388
H -30.15651 27.77663 -24.83342
H -27.18660 31.91843 -23.17513
H -28.80241 31.98868 -22.36393
H -28.32605 33.19273 -23.56656
C -26.95091 28.11573 -16.23745
C -26.34645 26.71319 -15.99616
O -26.49165 26.33005 -14.63731
C -25.49205 26.44244 -13.76399
O -24.49420 27.09304 -13.91713
O -25.77843 25.62735 -12.74704
C -24.77551 25.53298 -11.73423
H -26.54150 28.85148 -15.54392
H -28.02958 28.02196 -16.11954
H -26.68046 28.52210 -17.21199
H -25.30254 26.80480 -16.29962
H -26.91355 25.98463 -16.56801
H -25.12615 25.03782 -10.83375
H -24.53077 26.56802 -11.48797
H -23.88664 25.01232 -12.08969
C -38.23779 29.89201 -20.11873
C -37.00087 30.27116 -20.88455
O -35.79604 29.86812 -20.23081
C -35.14418 28.80169 -20.71403
O -35.60557 27.97533 -21.45033
O -33.98010 28.76266 -20.10030
C -33.14215 27.62536 -20.29046
H -39.15771 30.29708 -20.54622
H -38.19957 30.17316 -19.06637
H -38.46504 28.82134 -20.12697
H -36.95584 31.35762 -20.97232
H -36.95864 29.88511 -21.90378
H -32.60770 27.59551 -21.23459
H -33.72028 26.70308 -20.19787
H -32.45189 27.63064 -19.45255
C -29.08846 23.26349 -17.45450
C -29.34898 23.37870 -18.96398
O -28.80100 24.66194 -19.29088
C -29.65090 25.58747 -19.73212
O -30.85612 25.57797 -19.61114
O -28.93954 26.60779 -20.18680
C -29.54444 27.88416 -20.24612
H -28.09645 23.55792 -17.11815
H -29.24943 22.26894 -17.03505
H -29.87477 23.88425 -17.01755
H -30.42207 23.25994 -19.08705
H -28.82986 22.54096 -19.42893
H -29.56332 28.26288 -19.22375
H -30.52433 27.92943 -20.71988
H -28.95873 28.53733 -20.89304
C -28.85801 20.44909 -21.54567
Cl -28.38781 19.49907 -20.14204
Cl -30.55047 20.10071 -22.00759
H -28.74280 21.49012 -21.26524
H -28.26861 20.24923 -22.43343
C -29.03008 21.25014 -12.99795
Cl -27.69291 22.24890 -12.37453
Cl -28.94783 21.06079 -14.76525
H -28.89069 20.23856 -12.63776
H -29.98220 21.67983 -12.71637

Forces on atoms 1 to 2 (eV/Å):
1.312 -0.142 -1.205
-0.037 -1.152 1.103